No. 1
C36H36I2N6O3RuS2 as an isolated structure, computed with ωB97M-V/def2-TZVPD.

HOMO-LUMO gap (alpha / beta)   4.997 / 4.817 eV
Spin multiplicity   2
Total charge   +1
E_tot   -93447.7040 eV
HOMO energy (alpha / beta)   -9.673 / -9.530 eV

Each line ends with the Mulliken charge.
Positions of all 86 atoms, in Å:
I -4.752 -3.079 0.769  0.150
I -8.670 1.343 1.056  0.090
Ru -0.741 -0.061 0.652  0.507
S -0.114 4.145 0.223  -0.035
S 0.116 2.334 -2.373  1.330
O -2.729 -0.499 0.585  -0.633
O 1.357 2.937 -1.966  -0.620
O 0.132 1.271 -3.319  -0.801
N -3.285 2.157 0.313  0.395
N -0.229 -1.991 0.429  -0.205
N 1.324 0.049 0.751  -0.079
N -0.837 1.908 1.296  0.084
N -3.694 6.571 -3.926  -0.501
N -0.585 1.720 -0.969  -0.514
C -2.355 3.267 -3.123  -0.502
C -1.485 5.909 -3.272  -0.786
C -6.348 -0.559 0.828  -0.564
C -0.546 2.454 0.106  1.456
C -4.796 3.997 0.362  -1.259
C -4.287 1.307 0.526  -0.455
C 5.679 -0.262 0.728  1.739
C -3.941 -0.102 0.613  0.691
C 3.488 1.098 0.788  -0.816
C -3.528 3.456 0.224  0.042
C -2.818 5.593 -3.580  1.088
C 0.596 -4.679 0.612  0.583
C 1.101 -2.300 0.563  -0.751
C -5.634 1.757 0.655  1.178
C -3.243 4.256 -3.485  -0.878
C -1.039 3.604 -2.842  -0.201
C -0.741 2.792 2.311  -1.251
C 3.365 -1.252 0.663  0.335
C -0.766 -4.315 0.503  -0.522
C 0.975 -6.140 0.713  1.911
C 0.416 -6.870 -0.520  -1.604
C 6.130 -1.027 -0.527  -1.640
C 1.966 -1.168 0.660  -1.042
C -0.604 4.917 -2.904  -0.296
C -6.652 0.793 0.825  -0.247
C -1.109 -2.995 0.388  -0.306
C 2.487 -6.362 0.757  -2.118
C 2.115 1.132 0.810  -0.489
C -0.389 4.051 1.932  -0.280
C 4.169 -0.132 0.718  1.021
C 0.362 -6.712 2.001  -1.590
C -5.047 -0.998 0.724  -0.406
C 1.507 -3.646 0.622  0.552
C 6.084 -1.035 1.994  -1.560
C -5.861 3.143 0.586  -0.733
C 6.387 1.095 0.743  -2.114
H -6.865 3.526 0.701  0.207
H 7.464 0.938 0.722  0.430
H 6.119 1.687 -0.129  0.431
H 0.766 -6.195 2.870  0.393
H 0.428 5.133 -2.675  0.565
H -1.156 6.933 -3.340  0.334
H -2.657 2.234 -3.063  0.439
H -2.141 -2.705 0.254  -0.264
H 1.638 2.097 0.889  0.245
H 5.746 -2.044 -0.540  0.326
H 4.030 2.026 0.824  0.583
H 2.934 -5.892 1.630  0.424
H -3.346 7.488 -4.156  0.209
H 7.167 -1.123 2.041  0.451
H 2.688 -7.429 0.817  0.429
H 5.656 -2.034 2.010  0.341
H -1.549 -5.056 0.511  0.419
H -0.275 4.918 2.550  0.516
H 0.810 -6.420 -1.430  0.391
H -4.943 5.063 0.292  0.479
H -2.679 4.095 0.036  0.202
H 5.744 -0.506 2.882  0.383
H 3.807 -2.231 0.603  0.416
H 2.969 -5.983 -0.140  0.438
H 7.216 -1.072 -0.561  0.469
H 0.711 -7.916 -0.492  0.463
H -4.584 6.315 -4.316  0.214
H -0.719 -6.607 2.014  0.330
H -0.930 2.466 3.320  0.547
H 2.559 -3.850 0.700  0.522
H 0.604 -7.769 2.081  0.460
H -4.268 4.014 -3.718  0.376
H 5.782 -0.518 -1.423  0.400
H -7.141 -1.287 0.921  0.341
H 6.151 1.653 1.647  0.406
H -0.668 -6.825 -0.556  0.331

***

No. 2
C24H25AsMnN7O2S6 as an isolated structure, computed with ωB97M-V/def2-TZVPD.

HOMO-LUMO gap (alpha / beta)   4.567 / 4.592 eV
Spin multiplicity   2
Total charge   -1
E_tot   -196993.3671 eV
HOMO energy (alpha / beta)   -3.191 / -3.227 eV

Each line ends with the natural charge from an NBO analysis.
Positions of all 66 atoms, in Å:
As -1.494 2.193 3.354  1.018
Mn -1.050 0.797 0.499  0.746
S -3.702 4.674 -0.540  0.384
S -4.833 -1.572 -1.009  0.362
S 0.231 2.333 1.925  -0.765
S -2.752 3.898 3.179  -0.814
S -2.384 0.432 2.325  -0.674
S -0.784 1.644 5.273  -0.796
O 2.607 -2.417 -0.291  -0.510
O -0.128 -1.108 0.587  -0.685
N -2.746 -0.113 -0.697  -0.513
N -2.302 2.534 -0.288  -0.539
N 0.145 -3.511 -0.892  -0.548
N -1.117 4.527 0.190  -0.843
N -2.287 -2.422 -0.681  -0.851
N 2.402 2.166 -0.980  -0.357
N 0.392 1.263 -1.024  -0.550
C 1.597 1.204 -0.504  0.260
C 3.696 2.517 -0.451  -0.394
C 1.650 2.907 -1.866  -0.113
C 0.364 -0.821 -3.394  -0.222
C 2.393 -0.820 -2.108  -0.312
C 0.640 -2.384 -1.577  0.081
C -3.571 2.164 -0.671  0.119
C 1.911 -1.854 -1.314  0.364
C 0.285 -3.899 0.406  0.157
C 1.622 -0.306 -3.139  -0.176
C -3.831 0.738 -0.805  0.140
C -0.118 -1.859 -2.615  -0.212
C 0.860 -3.870 2.748  -0.181
C 1.166 -3.210 3.884  -0.244
C -3.136 -1.352 -0.769  0.278
C 1.151 -1.773 3.890  -0.129
C 0.791 -1.052 2.803  -0.290
C -5.032 0.141 -0.982  -0.434
C -2.230 3.839 -0.157  0.340
C 0.416 2.337 -1.877  -0.054
C 3.866 -1.871 0.032  -0.244
C -4.458 3.164 -0.877  -0.435
C 0.524 -3.155 1.533  -0.177
C 0.389 -1.703 1.582  0.465
H 2.047 3.773 -2.361  0.215
H -5.488 3.093 -1.171  0.230
H 1.417 -3.747 4.789  0.209
H -0.459 -4.087 -1.456  0.408
H -6.000 0.597 -1.051  0.238
H 0.168 -4.971 0.538  0.191
H -2.715 -3.240 -0.273  0.383
H 3.598 3.291 0.312  0.226
H 3.370 -0.402 -1.909  0.220
H 0.753 0.030 2.837  0.284
H -0.463 2.640 -2.416  0.225
H 4.145 1.634 0.006  0.206
H -1.407 -2.146 -0.229  0.416
H -1.113 -2.252 -2.779  0.232
H -0.253 -0.408 -4.179  0.216
H 1.384 -1.237 4.802  0.236
H 1.912 0.511 0.259  0.215
H 4.564 -1.960 -0.807  0.173
H 0.880 -4.953 2.708  0.196
H -0.497 3.931 0.776  0.430
H 2.004 0.518 -3.726  0.218
H 4.228 -2.448 0.880  0.207
H -1.336 5.388 0.676  0.394
H 4.343 2.865 -1.255  0.201
H 3.776 -0.819 0.327  0.175

***

No. 3
A 2-piece molecular cluster, C4H9NO overall, computed with ωB97M-V/def2-TZVPD.

HOMO-LUMO gap   9.589 eV
Total charge   0
E_tot   -7828.2649 eV
HOMO energy   -9.404 eV

Each line ends with the natural charge from an NBO analysis.
Positions of all 15 atoms, in Å:
O -2.540 0.315 1.285  -0.518
N 1.881 -0.895 0.813  -0.356
C -1.930 -0.090 0.282  0.422
C 2.659 -0.044 -0.169  -0.460
C 0.743 -0.498 1.159  -0.119
C -2.090 0.586 -1.131  -0.727
H 2.675 -0.377 -1.256  0.217
H 0.719 0.553 1.404  0.155
H -2.632 -0.116 -1.865  0.235
H 0.161 -1.147 1.842  0.180
H -2.800 1.406 -0.989  0.232
H 3.631 -0.279 0.208  0.211
H -1.722 -1.279 0.094  0.118
H -1.129 0.877 -1.615  0.234
H 2.375 0.987 -0.061  0.176

***

No. 4
One molecule with the formula C30H34N2O4, computed with ωB97M-V/def2-TZVPD.

HOMO-LUMO gap   4.306 eV
Total charge   0
E_tot   -42827.4699 eV
HOMO energy   -5.681 eV

Each line ends with the natural charge from an NBO analysis.
Positions of all 70 atoms, in Å:
O -1.839 -2.633 -3.427  -0.785
O -0.258 -4.214 -4.059  -0.754
O -1.451 4.084 2.114  -0.608
O -1.141 2.045 2.995  -0.492
N -2.091 2.770 -0.242  -0.344
N 0.084 -3.284 -1.345  -0.411
C 1.844 1.334 1.873  -0.294
C 0.358 2.664 -3.098  -0.404
C -2.906 3.966 -0.600  -0.227
C 0.925 0.915 -1.352  -0.411
C 0.003 -0.029 0.653  -0.247
C -3.938 2.758 1.231  -0.394
C -0.190 -1.996 -0.970  0.089
C 3.335 -5.842 -1.356  -0.235
C 2.627 1.603 3.006  -0.197
C 1.438 2.018 -2.270  -0.402
C 2.019 -6.308 -1.565  -0.195
C -0.970 -4.159 -1.865  -0.159
C 1.009 -5.363 -1.520  -0.016
C -0.443 -5.591 -1.746  -0.433
C -0.152 1.212 -0.313  -0.361
C 2.151 -0.553 3.903  -0.199
C -0.915 2.959 -2.289  -0.512
C -0.582 2.721 4.135  -0.272
C -2.508 2.237 1.033  -0.160
C 1.287 -3.989 -1.264  0.236
C -1.187 2.150 -1.000  0.628
C 2.794 0.681 4.031  -0.235
C 2.592 -3.548 -1.114  -0.281
C 3.632 -4.482 -1.140  -0.220
C -1.666 2.883 2.092  0.785
C -1.048 -3.583 -3.342  0.779
C -3.947 4.095 0.527  -0.422
C 1.040 0.191 1.818  0.118
C 0.537 -1.244 -0.096  -0.398
C 1.259 -0.784 2.831  -0.234
H -0.049 1.927 4.690  0.218
H -0.647 -6.150 -2.664  0.254
H 2.139 1.524 -2.956  0.234
H 0.098 3.534 3.842  0.211
H -3.619 4.878 1.205  0.237
H 0.088 2.026 -3.948  0.223
H 1.925 2.778 -1.646  0.189
H 1.792 0.539 -0.773  0.239
H 1.845 2.089 1.076  0.210
H 1.726 -7.360 -1.723  0.213
H -3.430 3.842 -1.566  0.226
H -1.964 -4.001 -1.450  0.197
H 2.801 -2.476 -1.071  0.205
H 0.575 0.103 -2.036  0.254
H -2.263 4.869 -0.672  0.236
H 3.037 2.606 3.104  0.212
H -0.993 -0.210 1.181  0.217
H -4.268 2.798 2.268  0.241
H 4.669 -4.160 -1.016  0.210
H -1.163 -1.592 -1.274  0.220
H 4.124 -6.589 -1.326  0.203
H 1.495 -1.654 0.200  0.216
H -0.874 -6.092 -0.865  0.202
H -1.414 3.172 4.700  0.194
H 2.258 -1.292 4.701  0.221
H -1.776 2.807 -2.971  0.263
H 0.722 -1.740 2.858  0.232
H -4.930 4.393 0.153  0.234
H -4.624 2.091 0.731  0.227
H -2.396 1.155 1.085  0.261
H 3.404 0.893 4.917  0.222
H -0.916 4.074 -2.061  0.245
H 0.119 1.971 0.535  0.277
H 0.811 3.568 -3.493  0.223

***

No. 5
C16H12F5PbS3 as an isolated structure, computed with ωB97M-V/def2-TZVPD.

HOMO-LUMO gap   6.089 eV
Total charge   -1
E_tot   -68128.7825 eV
HOMO energy   -3.366 eV

Each line ends with the natural charge from an NBO analysis.
Positions of all 37 atoms, in Å:
Pb 9.228 11.242 4.902  0.930
S 10.669 9.891 6.566  -0.335
S 11.277 10.760 3.279  -0.378
S 8.142 8.750 3.833  -0.275
F 6.569 6.220 3.455  -0.312
F 4.745 6.003 7.833  -0.297
F 6.051 8.402 8.444  -0.314
F 7.790 9.483 6.701  -0.320
F 4.998 5.033 5.217  -0.305
C 6.480 6.739 4.720  0.301
C 6.889 14.255 5.154  -0.216
C 7.078 8.361 6.328  0.273
C 12.916 11.446 7.056  -0.646
C 12.020 10.834 5.995  -0.286
C 13.816 11.268 4.288  -0.655
C 5.645 6.130 5.634  0.257
C 5.750 12.100 4.954  -0.222
C 12.389 10.913 4.641  -0.155
C 5.741 13.337 7.057  -0.211
C 6.511 13.136 4.368  -0.217
C 7.231 7.922 5.010  -0.263
C 6.385 14.392 6.463  -0.218
C 6.266 7.755 7.275  0.308
C 5.556 6.575 6.959  0.222
C 5.402 12.199 6.310  -0.206
H 5.463 11.177 4.421  0.234
H 5.428 13.365 8.066  0.206
H 6.839 13.050 3.340  0.222
H 14.400 10.722 5.014  0.202
H 12.548 11.297 8.106  0.223
H 13.965 11.155 7.014  0.199
H 6.593 15.298 7.062  0.208
H 13.990 12.329 4.492  0.205
H 12.959 12.549 6.899  0.196
H 14.030 10.963 3.246  0.224
H 7.496 15.031 4.762  0.209
H 4.814 11.409 6.798  0.215